Computed, not measured: a structure of composition C16H21BrGeINPtS, with ωB97M-V/def2-TZVPD.

```
43
Properties=species:S:1:pos:R:3:lowdin_charge:R:1
H 2.590 3.174 2.521 0.08
H 0.080 6.315 3.943 0.08
Br 2.146 -0.600 -2.334 0.71
C -0.157 2.971 4.499 -0.15
H 0.570 -3.267 -4.045 0.00
H 1.458 3.581 0.280 0.10
N -0.166 0.398 -1.192 -0.20
H -0.474 -6.518 -0.411 0.00
C 1.756 1.771 -0.834 -0.11
H -1.307 4.671 5.136 0.08
C -1.771 -5.710 -3.399 -0.25
C 0.289 -6.043 -1.032 -0.25
H -1.255 -6.493 -3.961 0.00
H 0.800 -6.820 -1.607 0.00
I -2.399 -0.017 -3.623 -0.27
H -2.554 -6.173 -2.795 0.00
H 2.815 1.912 -0.994 0.09
H -2.245 -5.026 -4.104 0.01
C 1.121 0.645 -1.341 -0.75
C 0.945 2.573 3.749 -0.13
Ge -0.519 -4.698 -2.243 0.63
H 1.741 -3.665 -2.790 -0.02
H 1.323 -4.885 -4.015 0.00
H 1.015 -5.565 -0.373 0.00
C -1.237 3.462 0.737 -0.03
H -1.952 1.092 -0.476 0.09
C 0.933 -4.068 -3.401 -0.27
C 0.999 2.690 -0.137 -0.02
C -1.428 -3.288 -1.293 -0.62
C 1.731 3.506 3.092 -0.19
C -0.450 4.330 4.562 -0.15
Pt -1.185 -1.498 -1.696 0.37
H -1.137 4.455 0.295 0.09
H -0.776 2.243 5.009 0.08
H -2.285 3.167 0.691 0.08
H -2.202 -3.670 -0.613 -0.10
H 1.198 1.521 3.660 0.09
C -0.370 2.472 0.015 -0.24
H -0.937 3.543 1.782 0.06
C 0.328 5.261 3.893 -0.17
C 1.450 4.887 3.122 -0.84
S 2.413 6.046 2.258 0.27
C -0.895 1.319 -0.536 -0.14
```

Net charge: -2
Kohn-Sham gap (eV): 5.90
Largest force on an atom (eV Å⁻¹): 0.128
HOMO energy (eV): -1.439
DFT total energy (Ha): -6143.210398
Relative energy (zero: lowest compared OMol25 entry of this formula, charge and spin) (eV): 0.034